Record 1
Computed, not measured: a 15-piece molecular cluster, C44H77N3O42 overall, with ωB97M-V/def2-TZVPD.

Results
- E_LUMO (eV) = -0.08
- frontier orbital gap (eV) = 10.60

```
166
Properties=species:S:1:pos:R:3:forces:R:3:lowdin_charge:R:1
C 5.97563 -1.35634 2.63485 -1.475 0.662 1.297 -0.0549
C 5.46599 -0.02646 2.10304 0.279 0.387 -0.428 -0.1838
O 6.33933 0.65711 1.12180 0.083 -0.222 0.525 -0.0031
C 7.38428 1.29415 1.67823 -0.009 0.579 -0.433 -0.5864
O 7.88272 1.08330 2.75039 -0.189 0.050 -0.147 0.1387
O 7.76466 2.26572 0.81400 0.172 -0.307 0.146 -0.0353
C 8.76429 3.20196 1.28058 -0.254 -0.161 -1.051 -0.0168
H 6.79870 -1.22525 3.36226 0.035 -0.263 -1.047 0.0850
H 6.03910 -2.10441 1.84675 0.496 -0.061 0.244 0.0669
H 5.12325 -1.65426 3.30286 0.537 -0.164 -0.622 0.0892
H 5.32725 0.70285 2.89225 -0.059 -0.054 0.348 0.1241
H 4.50205 -0.11415 1.58172 0.377 -0.162 0.017 0.1223
H 8.28546 3.90849 1.91255 -0.425 0.572 0.781 0.0829
H 9.11306 3.76199 0.39365 -0.038 -0.633 0.381 0.1043
H 9.55498 2.70905 1.81825 0.327 -0.227 0.014 0.0883
C -6.80084 4.68103 1.57007 0.626 0.063 0.684 -0.0611
C -6.08113 3.40108 1.86241 1.235 -0.405 0.807 -0.1868
O -4.66877 3.71418 2.13533 0.665 0.157 0.271 -0.0226
C -4.19132 4.04355 3.38719 -0.543 -0.890 -2.617 -0.5677
O -2.99389 4.10230 3.55011 -1.036 0.191 0.560 0.1090
O -5.19650 4.22460 4.23709 1.044 -0.117 1.015 -0.0061
C -4.73878 4.11082 5.61239 -0.676 -0.211 0.672 -0.0001
H -6.45397 5.13649 0.66789 0.257 0.257 -0.656 0.0737
H -6.64953 5.38842 2.39478 -0.068 -0.206 -0.158 0.0878
H -7.83290 4.48161 1.48797 -1.368 -0.115 -0.184 0.0661
H -6.09529 2.61424 1.06519 0.196 0.968 0.493 0.1364
H -6.40561 2.93237 2.78293 -0.631 -0.109 0.006 0.1133
H -4.38578 3.10338 5.81092 -0.237 -0.259 -0.149 0.0913
H -5.58301 4.33520 6.28518 0.346 -0.066 -0.582 0.1118
H -3.89917 4.74544 5.81780 0.220 0.663 -0.134 0.0847
C -0.64807 -2.48434 -7.37198 0.250 -0.291 -1.623 -0.0401
C 0.66187 -2.32759 -6.67214 -0.369 3.866 -0.173 -0.2811
O 0.92188 -3.36176 -5.82105 0.543 -2.094 1.379 0.0734
C 0.80730 -3.13723 -4.52023 -0.339 1.161 1.046 -0.5554
O 0.99834 -2.08919 -3.92144 -0.018 -0.772 -1.019 0.0947
O 0.39182 -4.23952 -3.90481 0.383 -0.315 -1.507 0.0130
C 0.20931 -4.11213 -2.53089 0.448 -0.076 1.916 -0.0598
H -0.36201 -3.08718 -8.25223 -1.003 -0.104 0.166 0.0866
H -1.00337 -1.51360 -7.75508 0.112 -0.348 0.234 0.0827
H -1.42361 -2.95588 -6.77393 0.050 0.006 0.033 0.0872
H 0.64237 -1.37163 -6.12419 0.033 -0.376 0.295 0.1037
H 1.45739 -2.13550 -7.37595 0.419 -0.602 -0.244 0.1203
H 1.11784 -3.69555 -2.04722 -0.440 -0.166 -0.276 0.0915
H 0.10767 -5.16384 -2.15945 -0.453 1.101 -0.185 0.1086
H -0.61924 -3.40192 -2.30640 0.305 -0.862 -0.009 0.1080
C 2.91588 2.65121 -6.19117 0.834 0.280 0.106 -0.0546
C 1.97245 1.68172 -5.64782 -0.937 -1.148 1.165 -0.2319
O 0.74685 1.68549 -6.38975 -0.459 -0.457 -1.158 -0.0195
C 0.76874 1.08659 -7.59764 -1.413 1.354 0.296 -0.5808
O 1.60881 0.36525 -8.02238 0.516 -0.493 -0.158 0.1560
O -0.32923 1.41678 -8.32381 1.793 -1.168 -0.929 -0.0091
C -1.24014 2.41222 -8.00350 -0.510 0.121 3.340 -0.0658
H 2.60097 3.69578 -6.13758 0.114 -0.200 0.144 0.0981
H 3.10874 2.35704 -7.18914 0.252 0.056 -1.324 0.0720
H 3.83277 2.42255 -5.67278 0.609 0.643 0.357 0.0782
H 1.58146 1.98312 -4.68728 0.353 -0.033 0.628 0.1172
H 2.42490 0.66283 -5.55092 -0.590 0.715 -0.311 0.1485
H -1.83897 2.59689 -8.84688 -0.506 0.298 -1.212 0.0750
H -0.79124 3.35211 -7.59198 -0.220 -0.830 -0.469 0.1140
H -1.90462 1.95280 -7.21830 0.303 0.868 -0.485 0.1038
C -2.93010 0.95760 1.29229 2.139 1.220 0.353 -0.0325
C -1.88527 0.18414 0.48885 -0.524 -0.777 2.447 -0.1406
O -0.73522 -0.05245 1.40655 -0.726 -0.045 -0.668 -0.0074
C 0.43883 -0.48805 0.97618 -0.740 -0.315 -2.516 -0.5760
O 1.34708 -0.73216 1.69765 1.065 -0.056 1.244 0.1408
O 0.48385 -0.68957 -0.38524 -0.975 0.592 1.538 -0.0070
C 1.76266 -0.77015 -0.94146 1.669 0.400 -2.184 -0.0771
H -2.65049 2.04650 1.32117 -0.155 -1.027 0.356 0.0791
H -3.06726 0.56704 2.31676 -0.118 0.166 -0.689 0.0767
H -3.78022 0.92891 0.68087 -1.733 -0.222 -0.472 0.0619
H -1.58235 0.72545 -0.34900 0.765 0.713 -1.358 0.0838
H -2.34186 -0.76746 0.21821 0.540 -0.128 -0.196 0.1039
H 2.42724 -1.53297 -0.52842 -0.530 -0.181 0.181 0.0790
H 2.34178 0.16159 -0.94298 -0.504 0.178 0.838 0.0815
H 1.66706 -0.89706 -2.04840 -0.364 -0.525 1.032 0.0905
C -0.44848 5.19218 0.56799 -0.188 -0.759 -0.441 -0.0890
C -0.36746 3.98846 1.47783 0.273 -0.683 1.727 -0.0804
O -0.25412 2.85701 0.58311 -0.251 -0.317 1.089 0.0545
C 0.00512 3.26868 -0.63664 -0.452 0.034 -0.531 -0.6001
O 0.17428 2.54561 -1.58448 0.058 0.599 0.280 0.1334
O -0.04419 4.61150 -0.66160 0.720 0.347 -1.908 0.0550
H 0.28273 5.93357 0.82527 0.058 0.602 0.160 0.1266
H -1.45439 5.60329 0.39657 0.337 -0.041 0.447 0.1422
H -1.26471 3.86493 2.09451 0.224 -0.094 -0.171 0.0987
H 0.53907 3.95776 2.14316 -0.824 0.203 -0.736 0.1321
C 1.10340 -5.95506 1.35561 0.542 0.981 1.499 -0.0847
C 1.99272 -6.30078 2.63281 -2.126 -0.187 -1.451 -0.0879
O 2.88557 -5.19800 2.75023 0.163 -0.544 -1.265 0.0201
C 2.90821 -4.53194 1.54012 -1.506 -0.643 0.497 -0.5511
O 3.63809 -3.65133 1.26424 0.939 0.577 -0.068 0.1684
O 1.89471 -4.94170 0.74426 0.600 0.141 -0.150 0.0494
H 0.11005 -5.55161 1.51743 -0.048 0.207 0.536 0.1170
H 0.98620 -6.76076 0.67729 0.240 -0.928 -0.556 0.1101
H 2.40923 -7.25329 2.32563 1.093 0.034 0.600 0.1223
H 1.39317 -6.42013 3.53053 0.162 0.170 0.067 0.1202
C -1.17094 0.54987 -4.06166 -1.008 -0.942 0.872 -0.0845
C -2.34881 1.44741 -3.68246 0.419 1.312 -0.338 -0.1064
O -3.48603 0.62644 -3.85168 -1.186 -0.994 -0.373 0.0370
C -3.20349 -0.40836 -4.68023 1.022 -1.368 0.297 -0.5300
O -3.95063 -1.25785 -5.11591 0.754 1.879 0.670 0.1233
O -1.84533 -0.45317 -4.85630 -0.381 0.055 -0.616 0.0375
H -0.66727 0.02878 -3.24396 -0.464 0.051 0.322 0.1250
H -0.38149 1.01564 -4.58760 0.283 0.560 -0.984 0.0837
H -2.50339 2.30049 -4.40625 0.547 -0.621 0.852 0.1470
H -2.31548 1.81170 -2.64459 0.000 -0.102 -0.492 0.1218
C -4.91910 -1.22300 6.17324 2.054 2.807 -1.338 -0.1054
C -6.21015 -0.65015 5.57319 0.563 -0.428 1.625 -0.0878
O -6.24383 0.62842 6.25309 0.212 -0.578 0.241 0.0288
C -5.57407 0.47769 7.44229 -0.936 0.700 -0.345 -0.5918
O -5.56367 1.33737 8.26470 0.272 -0.098 0.244 0.1494
O -5.00484 -0.72750 7.52341 0.133 0.028 -0.078 0.0600
H -3.92012 -0.73354 5.70692 -2.380 -1.175 0.780 0.1572
H -4.80022 -2.25784 6.19300 -0.072 -1.626 0.007 0.0998
H -7.04726 -1.28269 5.92395 0.108 0.442 -0.355 0.1438
H -6.23275 -0.47385 4.52735 0.053 -0.069 -0.858 0.1033
C 5.12787 -1.61810 -1.30532 -1.515 -0.186 0.212 -0.0949
C 6.16124 -1.97104 -2.31680 2.676 -0.472 -0.880 -0.0813
O 6.10732 -0.87487 -3.27089 2.558 -1.950 -0.461 0.0995
C 5.15390 -0.06897 -2.99392 -1.613 0.599 1.175 -0.6355
O 4.96171 0.98370 -3.50706 -0.457 0.860 -0.567 0.1500
O 4.38893 -0.57618 -2.00210 -0.415 -0.220 0.615 0.0260
H 5.48602 -1.13640 -0.38612 0.131 -0.527 -0.249 0.1125
H 4.48140 -2.51658 -1.09971 0.378 1.223 0.057 0.1385
H 6.01585 -2.91434 -2.89291 -0.195 0.715 0.552 0.1423
H 7.22496 -1.99218 -1.90178 -1.440 0.026 -0.508 0.1553
C -2.73536 -2.65594 2.08509 2.234 -0.955 -1.229 -0.1422
C -3.29588 -3.50781 3.21056 -0.276 -0.356 1.627 -0.0788
O -4.54088 -2.77624 3.53531 0.922 -0.009 -1.467 0.0074
C -4.89877 -2.12385 2.35553 -1.038 -0.710 1.590 -0.5438
O -6.02503 -1.75148 2.17607 0.994 0.264 -0.274 0.1409
O -3.85801 -2.03536 1.53019 -1.555 0.580 -0.448 0.0195
H -2.30286 -3.29145 1.21924 -0.331 0.997 1.581 0.1666
H -2.02318 -1.83453 2.38654 -0.579 -1.162 -0.038 0.1212
H -2.63183 -3.57321 4.13116 -0.893 0.276 -1.221 0.1337
H -3.61730 -4.54999 2.93548 0.490 1.024 -0.051 0.1440
C 3.56669 3.18952 -1.08960 1.410 0.328 0.842 -0.0334
C 4.90031 3.55689 -0.29790 -1.633 1.743 -1.196 -0.0714
O 4.37252 3.88939 1.00179 -0.320 -0.738 -0.145 0.0565
C 3.22768 3.18202 1.17609 0.719 0.319 0.731 -0.5877
O 2.71731 3.01132 2.24400 -0.216 0.059 -0.112 0.1376
O 2.77990 2.70030 0.02698 -0.714 0.073 -1.041 0.0352
H 3.50950 2.44161 -1.91134 0.544 0.485 0.800 0.1266
H 3.27542 4.19831 -1.45249 -0.828 -0.829 0.237 0.1337
H 5.24138 4.51216 -0.69666 0.323 -0.178 -0.118 0.1258
H 5.71906 2.91057 -0.19033 0.731 -1.374 -0.037 0.0835
C -5.67147 -2.16860 -2.55592 -0.156 -0.691 1.180 0.0712
N -4.55459 -2.82472 -1.77948 -0.004 -0.106 -0.725 -0.4433
O -4.73213 -3.75229 -1.02394 -1.084 -0.084 0.187 0.0614
O -3.46321 -2.41861 -2.04763 1.850 0.944 -0.257 0.0608
H -6.46919 -2.15737 -1.82927 -0.609 0.010 -0.220 0.0931
H -5.85447 -2.82630 -3.39934 -0.149 0.087 -0.026 0.1064
H -5.38662 -1.17144 -2.86251 0.297 -0.113 -0.026 0.0797
C 1.75135 -2.95267 4.46642 -0.942 0.449 0.447 0.0714
N 0.67871 -3.85335 4.98796 -0.410 0.052 -1.659 -0.4265
O -0.12765 -4.30637 4.18976 -0.119 0.123 -0.799 0.0260
O 0.65902 -4.14284 6.13899 0.458 -0.007 1.666 0.1042
H 2.23021 -2.63884 5.33995 0.949 0.629 1.191 0.0860
H 1.38056 -2.09534 3.92427 -0.578 -0.097 -0.170 0.0787
H 2.40425 -3.50237 3.85494 0.592 -0.810 -0.609 0.0602
C -0.02107 0.91460 4.25909 0.155 0.079 -0.850 0.0676
N -0.92196 -0.18273 4.73079 -1.874 -0.349 -0.118 -0.3740
O -0.49096 -1.03743 5.47714 0.468 0.366 -0.216 0.0687
O -2.10913 -0.19932 4.35289 1.642 0.539 0.193 0.0149
H -0.27242 1.86602 4.74306 0.037 -0.526 0.263 0.1131
H -0.17973 1.05334 3.17802 -0.150 -0.249 0.552 0.0812
H 1.00340 0.56984 4.40589 -0.233 0.275 0.275 0.1007
```
Forces are in eV/Å.

---

Record 2
Computed, not measured: a 8-piece molecular cluster, H17O8 overall, with ωB97M-V/def2-TZVPD.

Results
- charge = +1
- E_LUMO (eV) = -3.49
- frontier orbital gap (eV) = 10.23

```
25
Properties=species:S:1:pos:R:3:forces:R:3:lowdin_charge:R:1
O -0.26132 0.56504 0.18492 -0.020 0.492 -2.658 0.2007
H 0.51368 0.86404 0.68892 1.091 0.553 -0.152 0.0760
H -0.11132 0.21304 -0.73908 0.022 -0.151 0.916 0.1277
H -1.05132 0.27704 0.63192 -0.992 -0.647 0.650 0.0652
O -0.03032 -1.73496 -1.28708 -0.490 -3.168 1.571 -0.1419
H -0.76532 -1.47496 -1.89208 0.512 -1.236 0.806 0.0276
H -0.13732 -2.73996 -0.80808 -0.092 4.468 -2.546 0.1858
O -2.64332 -0.81096 0.85992 3.617 -1.096 4.314 -0.0180
H -3.48532 -0.84796 0.55692 -4.173 0.049 -1.996 -0.0006
H -2.77832 -1.23896 1.78692 0.482 1.080 -2.391 0.1242
O -1.27332 0.75704 -2.51708 0.025 -2.411 -1.853 -0.0620
H -1.70432 1.47004 -2.06608 -0.920 0.589 -0.299 0.0523
H -1.80232 0.32604 -3.28008 0.797 1.731 2.121 0.1337
O 1.56068 0.76204 -3.55108 -1.887 0.022 2.955 -0.0417
H 1.76868 0.66804 -4.43808 0.615 -0.299 -2.700 -0.0062
H 0.59068 0.58504 -3.46208 1.346 0.389 -0.195 0.0118
O 2.16768 1.18504 0.87292 -2.603 5.962 -3.896 0.0380
H 2.97068 1.35004 0.42392 1.187 -0.493 -0.328 0.0807
H 2.04468 0.51704 1.42992 1.844 -4.349 3.270 -0.1159
O 2.34968 -0.61396 2.47392 2.796 -1.663 0.470 -0.0269
H 2.98668 -0.39896 3.21292 -2.102 0.005 -0.903 0.1310
H 1.43968 -0.38496 2.47692 -1.233 0.259 2.051 -0.0088
O -0.52932 0.33804 2.58892 0.624 -6.374 -2.256 -0.0198
H -0.96832 -0.61896 2.73092 1.389 3.818 0.173 0.1618
H -0.85132 0.98704 3.12092 -1.834 2.470 2.878 0.0254
```
Forces are in eV/Å.

---

Record 3
Computed, not measured: C26H25AuFIN5O7 as an isolated structure, with ωB97M-V/def2-TZVPD.

Results
- charge = +1
- E_LUMO (spin up / spin down) (eV) = -3.27 / -5.60
- multiplicity = 3
- frontier orbital gap (spin up / spin down) (eV) = 8.16 / 5.82

```
66
Properties=species:S:1:pos:R:3:forces:R:3:lowdin_spin:R:1
Au 1.38984 -0.56970 0.86476 -0.086 -0.040 0.001 0.9585
F 1.88956 5.10568 -2.30143 0.001 -0.009 0.009 0.0000
C 1.78473 4.73074 -1.02835 -0.004 -0.008 0.008 0.0001
C 2.82329 4.23355 -0.36227 0.013 0.029 0.007 0.0009
N 2.73087 3.86522 0.97430 -0.052 -0.066 -0.013 0.0065
C 3.63622 2.84688 1.47730 0.055 -0.020 0.017 0.0097
C 3.04462 1.46416 1.25951 -0.113 0.025 -0.049 0.0153
O 3.54114 0.41659 1.68020 -0.055 -0.063 -0.059 0.0766
O 1.92791 1.45124 0.60906 0.073 0.178 0.055 0.2497
C 1.51730 3.93829 1.64735 0.042 0.055 -0.022 0.0009
O 1.37609 3.48732 2.76643 -0.008 -0.047 0.014 -0.0006
N 0.49496 4.53754 0.95303 0.002 -0.073 0.022 0.0003
C 0.46978 4.88044 -0.40014 -0.018 0.065 -0.060 0.0000
O -0.53273 5.25463 -0.94958 0.016 -0.004 0.029 0.0000
H 3.79028 4.11500 -0.83151 -0.005 -0.012 0.002 0.0001
H 3.80081 2.98010 2.54380 0.009 -0.012 0.004 0.0011
H 4.59601 2.91671 0.96790 -0.002 0.011 0.000 0.0002
H -0.39927 4.54824 1.42630 0.010 0.031 0.000 0.0000
C -3.64217 -1.19484 -3.81759 0.000 0.001 -0.002 -0.0002
C -2.21784 -1.32360 -3.36379 -0.001 -0.004 0.004 -0.0008
C -1.59519 -2.56881 -3.29835 -0.006 -0.007 -0.001 0.0000
C -0.27988 -2.69743 -2.88932 0.008 -0.008 0.002 -0.0009
C 0.36546 -4.05903 -2.85189 -0.016 -0.012 0.011 0.0006
C 0.41172 -1.54094 -2.47250 0.015 0.032 -0.021 0.0014
C 1.76716 -1.73182 -1.99209 0.024 0.001 0.059 0.0084
O 2.31105 -1.15270 -1.04551 -0.031 -0.025 -0.054 0.0846
C -0.18467 -0.26542 -2.55726 -0.006 -0.010 0.007 -0.0002
C 0.52792 1.01941 -2.23821 0.034 -0.007 0.028 -0.0004
C -1.49164 -0.19101 -3.01453 0.001 -0.006 0.015 0.0002
H -4.05714 -2.15517 -4.11798 0.000 0.001 0.001 0.0000
H -3.71704 -0.50874 -4.66181 0.000 -0.001 -0.001 0.0000
H -4.26122 -0.78550 -3.01671 -0.003 0.001 0.003 0.0000
H -2.14503 -3.45460 -3.59586 0.003 0.002 0.001 0.0000
H -0.34729 -4.82302 -3.15702 0.003 0.003 0.006 0.0001
H 0.72837 -4.31137 -1.85372 -0.009 -0.006 -0.001 0.0001
H 1.21379 -4.11764 -3.53745 0.000 0.001 0.000 0.0002
H 2.38676 -2.47460 -2.51004 0.003 0.020 -0.012 0.0046
H 1.61116 0.92649 -2.26101 0.008 -0.003 -0.007 -0.0003
H 0.24293 1.38288 -1.24938 -0.004 0.012 0.022 0.0000
H 0.22978 1.78633 -2.95284 0.012 -0.005 -0.003 -0.0001
H -1.95442 0.78611 -3.10231 -0.003 -0.001 -0.003 0.0001
C -2.16638 -4.02550 0.40409 -0.001 0.010 0.002 0.0026
N -2.05035 -2.56904 0.39367 0.028 -0.012 0.002 0.0044
C -3.13957 -1.73577 0.23264 -0.014 0.000 -0.008 -0.0013
C -3.04254 -0.39885 0.22750 0.000 0.015 0.008 0.0143
C -1.74344 0.24993 0.39169 -0.013 -0.047 -0.041 0.0242
O -1.53789 1.44526 0.44261 -0.017 0.008 0.026 -0.0007
N -0.70961 -0.67220 0.49199 0.075 -0.062 -0.022 0.2221
C -0.82783 -2.00369 0.54266 -0.017 0.012 -0.014 0.0190
O 0.22799 -2.66361 0.73410 0.011 -0.002 0.015 0.0989
H -3.21619 -4.28705 0.30748 0.000 0.001 0.003 0.0006
H -1.77494 -4.42714 1.33596 0.005 0.001 -0.002 0.0003
H -1.60867 -4.44999 -0.42814 0.012 -0.008 -0.019 0.0002
H -4.08667 -2.24485 0.11985 0.001 -0.002 -0.001 0.0000
H -3.91444 0.22716 0.11577 0.000 -0.001 0.000 0.0027
I -1.40701 2.63966 5.03172 0.001 0.000 -0.005 0.0039
C -0.18052 1.03484 4.57470 0.006 -0.008 0.008 0.0051
C 0.33316 0.20831 5.56277 -0.010 0.008 -0.007 -0.0060
C 1.14078 -0.86161 5.20332 0.006 -0.001 -0.008 0.0081
C 1.41190 -1.07863 3.86936 0.007 0.012 0.018 0.0135
N 0.90453 -0.27196 2.93143 0.009 0.063 0.035 0.1609
C 0.13120 0.76909 3.25135 -0.004 0.000 -0.005 0.0064
H 0.10606 0.39638 6.60346 0.004 0.001 0.001 -0.0002
H 1.55943 -1.52087 5.94980 -0.001 0.001 0.000 0.0013
H 2.03945 -1.89203 3.53237 -0.003 0.001 -0.002 0.0024
H -0.23245 1.38454 2.43833 0.005 -0.007 -0.006 0.0008
```
Forces are in eV/Å.